Molecular formula: C20H17CoOS3
Method: DFT, the ωB97M-V functional and the def2-TZVPD basis

Results
- charge = +1
- 2S+1 = 2
- gap between HOMO and LUMO (alpha / beta) (hartree) = 0.2433 / 0.2782
- LUMO (alpha / beta) (eV) = -4.6 / -3.6

Each line ends with the Löwdin charge.
Element x y z (Å)
Co -0.0056 0.7478 -0.9942  0.586
C 1.5061 3.4748 -2.4486  -0.006
C 0.7963 2.1639 -2.6353  -0.270
C -0.6059 2.1053 -2.7349  -0.020
C -1.2884 0.8780 -2.8467  -0.075
C -0.5688 -0.3073 -2.9276  -0.083
C 0.8319 -0.2683 -2.8732  -0.041
C 1.4988 0.9515 -2.6917  -0.033
H 0.9999 4.2681 -2.9961  0.096
H 2.5341 3.4145 -2.8005  0.094
H 1.5306 3.7600 -1.3960  0.103
H -1.1696 3.0255 -2.6495  0.141
H -2.3669 0.8721 -2.8393  0.128
H -1.0789 -1.2570 -2.9766  0.119
H 1.4032 -1.1861 -2.8894  0.137
H 2.5769 0.9561 -2.5951  0.142
O 0.6428 0.9070 0.6727  -0.155
C 0.1744 -0.2638 1.2957  -0.591
C -0.9763 -0.6867 0.3762  -0.508
C -2.0543 0.1239 0.0498  -0.121
C -3.0647 -0.5856 -0.6662  -0.151
C -2.7188 -1.8894 -0.8605  -0.364
S -1.2073 -2.2951 -0.1824  1.117
C -0.3386 0.0478 2.6781  -0.512
C -1.4902 -0.3734 3.2697  -0.114
C -1.5904 0.0526 4.6283  -0.162
C -0.5095 0.7798 5.0127  -0.391
S 0.6322 0.9551 3.7522  1.095
C 1.2574 -1.3219 1.3117  -0.516
C 2.3956 -1.3580 0.5645  -0.112
C 3.1770 -2.5242 0.8139  -0.162
C 2.6057 -3.3333 1.7467  -0.388
S 1.1338 -2.6948 2.3286  1.069
H -2.1609 1.1269 0.4453  0.148
H -4.0044 -0.1593 -0.9861  0.121
H -3.3028 -2.6496 -1.3588  0.088
H -2.2418 -0.9724 2.7707  0.120
H -2.4252 -0.1685 5.2763  0.107
H -0.3288 1.2436 5.9693  0.073
H 2.6958 -0.5578 -0.0968  0.106
H 4.1260 -2.7367 0.3438  0.107
H 2.9798 -4.2653 2.1394  0.074